[1]
A molecular structure, C3H4O5Tb at a distorted geometry. Source: the Open Molecules 2025 dataset; level of theory: ωB97M-V/def2-TZVPD.

Properties
charge = +2
frontier orbital gap (alpha / beta) = 0.2972 / 0.2609 Eh
spin multiplicity = 8
HOMO (alpha / beta) = -18.52 / -17.88 eV
expectation value of S² = 16.77

XYZ file:
```
13
C3H4O5Tb | the Open Molecules 2025 dataset | ωB97M-V/def2-TZVPD
C -3.415 0.707 0.013
C -2.996 -0.629 0.209
O -1.846 -1.127 0.592
C -0.616 -1.143 -0.101
O -0.177 -2.197 -0.537
O -0.056 -0.037 -0.027
O -2.717 1.767 0.111
H -4.447 0.833 -0.324
H -3.722 -1.407 -0.032
H -1.721 1.536 0.000
O 4.287 1.011 0.068
H 4.934 0.867 0.757
Tb 2.264 0.536 0.008
```

[2]
C3H4OS in the gas phase at a distorted geometry. Source: the Open Molecules 2025 dataset; level of theory: ωB97M-V/def2-TZVPD.

Properties
frontier orbital gap = 0.2952 Eh
HOMO = -8.65 eV

XYZ file:
```
9
C3H4OS | the Open Molecules 2025 dataset | ωB97M-V/def2-TZVPD
C 0.944 0.059 -0.178
C -0.441 0.177 -0.216
C -1.194 -0.870 -0.098
H 1.222 2.088 0.203
H -1.031 1.158 0.043
H -0.974 -1.949 -0.028
H -2.222 -0.786 0.396
O 1.642 1.255 -0.061
S 2.054 -1.132 -0.062
```

[3]
C3H4OS in the gas phase at a distorted geometry. Source: the Open Molecules 2025 dataset; level of theory: ωB97M-V/def2-TZVPD.

Properties
frontier orbital gap = 0.3693 Eh
HOMO = -9.37 eV

XYZ file:
```
9
C3H4OS | the Open Molecules 2025 dataset | ωB97M-V/def2-TZVPD
C 0.161 -1.177 0.790
C -0.463 0.766 -0.912
C 0.083 0.322 0.384
O 0.469 -1.609 1.847
S 1.331 0.605 -0.868
H 0.035 -1.771 -0.052
H -0.890 -0.091 -1.518
H -0.834 1.883 -0.801
H 0.107 1.073 1.130
```

The evaluated E for the records listed, in turn: -35827.7602; -16056.1985; -16056.9375 eV.